[1]
Here is C34H36N9NaO5 as an isolated structure from the Open Molecules 2025 dataset. Energies are from wB97M-V/def2-TZVPD.

Kohn-Sham gap in eV: 7.52

```
85
Properties=species:S:1:pos:R:3:forces:R:3:lowdin_charge:R:1
Na -1.225 -0.157 0.182 0.7 0.4 0.5 0.232
N -2.579 2.185 3.263 -0.1 0.0 0.0 0.135
C -2.207 2.121 1.976 0.2 0.1 0.0 -0.162
N -1.027 1.815 1.542 0.2 -0.1 0.2 0.133
C -0.114 1.322 2.480 0.1 0.2 0.0 -0.281
N 0.950 0.674 2.188 0.2 -0.2 0.2 0.086
N 1.139 0.100 0.964 -0.3 0.5 0.0 0.051
C 2.234 0.354 0.376 0.0 -0.2 -0.1 -0.083
C 2.653 -0.398 -0.825 0.0 0.1 0.1 -0.257
C 3.887 -0.093 -1.398 0.0 0.0 -0.1 -0.025
C 4.317 -0.814 -2.499 0.0 0.0 0.0 -0.067
C 3.500 -1.815 -2.995 0.0 0.0 0.0 -0.065
C 2.285 -2.041 -2.361 0.0 0.1 0.0 -0.156
N 1.863 -1.363 -1.301 0.0 -0.1 0.0 0.139
C -0.378 1.551 3.912 0.0 0.1 -0.1 -0.084
C 0.567 1.315 4.909 0.0 0.0 0.0 -0.016
C 0.226 1.451 6.239 0.0 0.0 0.0 -0.080
C -1.075 1.814 6.591 0.0 0.0 0.0 -0.078
C -2.021 2.055 5.617 0.0 0.0 0.0 -0.013
C -1.664 1.929 4.278 0.0 0.0 0.0 -0.188
H -3.562 2.180 3.480 0.0 0.0 0.0 0.161
H -2.970 2.405 1.262 0.0 -0.1 0.0 0.126
H 2.925 1.103 0.766 0.0 -0.1 0.1 0.122
H 4.493 0.699 -0.979 0.0 0.0 0.0 0.109
H 5.270 -0.594 -2.962 0.0 0.0 0.0 0.107
H 3.780 -2.399 -3.861 0.0 0.0 0.0 0.103
H 1.594 -2.777 -2.758 0.0 0.0 0.0 0.097
H 1.558 1.007 4.609 0.0 0.0 0.0 0.110
H 0.962 1.266 7.009 0.0 0.0 0.0 0.100
H -1.348 1.908 7.633 0.0 0.0 0.0 0.103
H -3.034 2.331 5.881 0.0 0.0 0.0 0.114
O -0.545 1.067 -1.475 0.0 0.1 -0.6 -0.023
C -1.226 0.562 -2.634 0.0 -0.2 -0.1 -0.299
C -1.150 -1.007 -2.529 0.0 0.0 -0.6 -0.564
O -0.894 -1.665 -3.533 0.1 0.1 0.1 0.055
O -1.459 -1.473 -1.384 0.0 -0.3 -0.4 -0.101
C -2.712 0.900 -2.592 0.0 0.0 0.0 -0.157
C -3.224 1.827 -1.699 0.0 0.0 0.0 -0.017
C -4.582 2.125 -1.688 0.0 0.0 0.0 -0.070
C -5.440 1.492 -2.570 0.0 0.0 0.0 -0.088
C -4.932 0.556 -3.465 0.0 0.0 0.0 -0.069
C -3.580 0.262 -3.476 0.0 0.0 0.0 -0.018
C -0.543 1.116 -3.875 0.0 0.1 0.0 -0.124
C 0.774 0.753 -4.146 0.0 0.0 0.0 -0.010
C 1.457 1.302 -5.214 0.0 0.0 0.0 -0.071
C 0.836 2.236 -6.036 0.0 0.0 0.0 -0.094
C -0.468 2.614 -5.771 0.0 0.0 0.0 -0.081
C -1.152 2.059 -4.694 0.0 0.0 0.0 -0.015
H -0.526 2.030 -1.525 0.1 0.0 0.0 0.119
H -2.567 2.316 -0.991 0.0 0.0 0.0 0.100
H -4.968 2.849 -0.982 0.0 0.0 0.0 0.102
H -6.497 1.718 -2.560 0.0 0.0 0.0 0.099
H -5.596 0.053 -4.157 0.0 0.0 0.0 0.102
H -3.184 -0.466 -4.173 0.0 0.0 0.0 0.129
H 1.262 0.031 -3.509 0.0 -0.1 0.0 0.093
H 2.479 1.000 -5.409 0.0 0.0 0.0 0.100
H 1.369 2.664 -6.876 0.0 0.0 0.0 0.098
H -0.962 3.344 -6.400 0.0 0.0 0.0 0.100
H -2.172 2.366 -4.503 0.0 0.0 0.0 0.113
N -0.702 -2.345 2.935 0.0 -0.1 0.0 0.069
C -1.857 -2.338 2.049 -0.1 0.0 0.1 -0.323
C -2.808 -3.530 2.228 0.1 0.0 0.0 -0.154
C -3.922 -3.540 1.191 -0.2 0.0 0.1 -0.168
C -3.431 -3.689 -0.237 -0.1 -0.1 -0.2 -0.139
N -2.622 -4.906 -0.399 -0.1 0.0 0.1 0.092
C -1.339 -4.974 -0.739 0.1 0.1 -0.1 -0.441
N -0.715 -6.173 -0.625 0.0 -0.1 0.1 0.173
N -0.668 -3.942 -1.180 0.1 0.3 0.3 0.240
C -2.668 -1.044 2.336 -0.2 -0.1 0.0 -0.650
O -2.992 -0.854 3.517 0.0 0.1 0.1 0.009
O -2.943 -0.323 1.336 -0.8 -0.2 0.4 -0.068
H -0.256 -3.255 2.958 0.0 0.0 0.0 0.066
H -1.027 -2.121 3.871 0.0 0.0 0.0 0.074
H -1.511 -2.322 1.006 0.1 0.0 0.3 0.107
H -3.250 -3.469 3.225 0.1 0.0 0.0 0.120
H -2.226 -4.462 2.190 0.0 0.0 0.0 0.105
H -4.466 -2.594 1.235 0.0 0.0 0.0 0.123
H -4.649 -4.327 1.418 0.0 0.0 0.0 0.112
H -2.848 -2.825 -0.542 0.0 0.0 0.0 0.094
H -4.278 -3.758 -0.923 0.0 0.0 0.0 0.129
H -3.027 -5.751 -0.028 0.0 0.0 0.0 0.150
H -1.248 -7.004 -0.445 0.0 0.0 0.0 0.109
H 0.199 -6.294 -1.019 0.0 0.0 0.0 0.111
H -1.020 -2.924 -1.202 -0.1 -0.1 -0.4 0.067
H 0.315 -4.048 -1.367 0.0 -0.1 0.0 0.107
```
Forces are in eV/Å.

[2]
Here is C34H37AsBrCoN5O3 as an isolated structure from the Open Molecules 2025 dataset. Energies are from wB97M-V/def2-TZVPD.

Multiplicity: 2
Kohn-Sham gap (spin up / spin down) in eV: 7.53 / 7.53

```
82
Properties=species:S:1:pos:R:3:forces:R:3:lowdin_charge:R:1
Co 0.980 -1.193 0.198 -0.3 0.3 0.3 0.588
C 2.839 -4.760 1.313 0.0 0.0 0.0 -0.019
C 1.958 -3.674 0.799 -0.1 0.0 -0.1 -0.234
N 2.225 -2.417 0.869 0.1 -0.2 0.0 -0.036
N 3.359 -1.929 1.439 -0.2 0.0 -0.1 0.112
C 3.302 -0.600 1.349 0.1 0.0 0.0 -0.400
O 2.344 0.049 0.819 0.1 0.0 0.0 -0.070
C 4.431 0.177 1.923 -0.1 0.0 0.0 -0.144
C 5.352 -0.418 2.782 0.0 0.0 0.0 -0.030
C 6.380 0.338 3.322 0.0 0.0 0.0 -0.082
C 6.497 1.684 3.001 0.0 0.0 0.0 -0.090
C 5.583 2.277 2.142 0.0 0.0 0.0 -0.077
C 4.548 1.526 1.606 0.0 0.0 0.0 -0.019
C 0.649 -3.928 0.158 0.2 0.1 0.1 -0.181
C 0.074 -5.182 0.032 0.0 0.0 0.0 -0.001
C -1.180 -5.289 -0.557 0.0 0.0 0.0 -0.048
C -1.822 -4.146 -1.004 0.0 0.0 0.0 -0.041
C -1.187 -2.922 -0.848 0.0 0.0 0.0 -0.103
N 0.011 -2.820 -0.282 0.0 -0.1 0.0 0.050
H 3.814 -4.343 1.549 0.0 0.0 0.0 0.071
H 2.952 -5.553 0.572 0.0 0.0 0.0 0.083
H 2.424 -5.207 2.220 0.0 0.0 0.0 0.092
H 5.246 -1.467 3.018 0.0 0.0 0.0 0.105
H 7.091 -0.122 3.997 0.0 0.0 0.0 0.100
H 7.305 2.271 3.420 0.0 0.0 0.0 0.100
H 5.677 3.325 1.888 0.0 0.0 0.0 0.102
H 3.825 1.969 0.933 0.0 0.0 0.0 0.118
H 0.603 -6.053 0.392 0.0 0.0 0.0 0.112
H -1.649 -6.258 -0.663 0.0 0.0 0.0 0.111
H -2.796 -4.187 -1.470 0.0 0.0 0.0 0.106
H -1.635 -1.987 -1.167 0.0 0.0 0.0 0.058
Br 1.575 2.281 -4.095 0.0 0.0 0.0 0.809
C 0.889 3.033 -2.495 0.0 0.0 0.0 -0.598
C 0.777 4.417 -2.468 0.0 0.0 0.0 -0.138
C 0.246 5.049 -1.356 0.0 0.0 0.0 -0.082
C -0.188 4.298 -0.273 0.0 0.0 0.0 -0.073
C -0.082 2.919 -0.314 0.0 0.0 0.0 -0.027
C 0.463 2.260 -1.417 -0.1 0.0 0.0 -0.167
C 0.593 0.761 -1.317 0.0 -0.1 -0.3 -0.645
O 1.479 0.153 -1.919 0.0 0.0 0.1 -0.012
O -0.232 0.181 -0.516 0.4 0.0 0.2 -0.137
H 1.108 4.991 -3.322 0.0 0.0 0.0 0.092
H 0.169 6.129 -1.342 0.0 0.0 0.0 0.103
H -0.607 4.784 0.599 0.0 0.0 0.0 0.104
H -0.418 2.311 0.515 0.0 0.0 0.0 0.109
C -4.850 -1.573 -3.513 0.0 0.0 0.0 -0.195
C -4.662 -0.084 -3.242 0.0 0.0 0.0 -0.470
As -2.950 0.299 -2.333 -0.2 -0.1 0.0 1.212
C -3.147 2.257 -2.312 0.0 0.0 0.1 -0.446
C -3.946 2.743 -1.108 0.0 0.0 0.0 -0.188
C -1.769 0.207 -3.909 0.0 0.0 0.0 -0.431
C -0.998 -1.102 -4.037 0.0 0.0 0.0 -0.173
H -5.800 -1.777 -4.012 0.0 0.0 0.0 0.063
H -4.834 -2.144 -2.582 0.0 0.0 0.0 0.052
H -4.055 -1.963 -4.153 0.0 0.0 0.0 0.050
H -5.461 0.286 -2.595 0.0 0.0 0.0 0.053
H -4.705 0.489 -4.172 0.0 0.0 0.0 0.060
H -3.615 2.564 -3.250 0.0 0.0 0.0 0.068
H -2.141 2.679 -2.290 0.0 0.0 0.0 0.041
H -4.951 2.312 -1.091 0.0 0.0 0.0 0.053
H -4.054 3.829 -1.115 0.0 0.0 0.0 0.065
H -3.451 2.460 -0.177 0.0 0.0 0.0 0.056
H -1.062 1.035 -3.817 0.0 0.0 0.0 0.016
H -2.373 0.404 -4.798 0.0 0.0 0.0 0.067
H -0.339 -1.247 -3.180 0.0 0.0 0.0 0.041
H -0.368 -1.097 -4.928 0.0 0.0 0.0 0.071
H -1.666 -1.965 -4.108 0.0 0.0 0.0 0.050
N -2.164 -0.956 3.219 0.0 0.0 0.0 0.130
C -1.358 -1.577 2.319 0.0 -0.1 0.0 -0.139
N -0.240 -0.947 2.106 0.0 0.0 0.0 0.117
C -0.302 0.190 2.914 0.0 0.0 -0.1 -0.195
C 0.601 1.242 3.073 0.0 0.0 0.0 0.001
C 0.256 2.253 3.947 0.0 0.0 0.0 -0.079
C -0.956 2.236 4.657 0.0 0.0 0.0 -0.092
C -1.862 1.206 4.506 0.0 0.0 0.0 -0.024
C -1.508 0.193 3.620 -0.1 0.0 0.0 -0.194
H -3.070 -1.270 3.516 0.0 0.0 0.0 0.156
H -1.649 -2.499 1.841 0.0 0.0 0.0 0.125
H 1.523 1.264 2.512 0.0 0.0 0.0 0.097
H 0.936 3.084 4.086 0.0 0.0 0.0 0.103
H -1.184 3.047 5.335 0.0 0.0 0.0 0.100
H -2.799 1.192 5.047 0.0 0.0 0.0 0.107
```
Forces are in eV/Å.

Calculated energy relative to the best compared isomer or geometry (same formula, charge and spin) in order - 0.00; 2.36 kJ/mol